1.
C35H27N10O4S2Ti as an isolated structure, computed with the ωB97M-V functional and the def2-TZVPD basis.

Last column: Mulliken spin population.
Cartesian coordinates (Å):
Ti: 10.59 10.76 10.12  0.772
O: 11.37 12.85 13.63  0.063
C: 10.94 12.07 12.78  0.017
N: 10.48 12.34 11.49  0.008
C: 10.01 13.64 11.10  0.030
C: 10.00 14.76 11.86  -0.009
C: 9.60 15.98 11.25  0.000
C: 9.27 16.09 9.94  -0.001
C: 9.28 14.92 9.13  0.001
C: 9.71 13.74 9.67  0.011
N: 10.13 12.57 9.01  0.023
C: 10.06 12.43 7.66  0.003
O: 9.43 13.16 6.88  0.004
C: 11.13 11.40 7.18  0.043
C: 11.49 11.30 5.85  -0.005
C: 12.46 10.44 5.53  0.009
C: 13.16 9.70 6.53  -0.006
C: 12.58 9.74 7.76  0.022
N: 11.58 10.59 8.10  -0.012
C: 10.38 10.74 13.21  0.319
C: 10.50 10.26 14.45  -0.170
C: 10.02 8.99 14.79  0.392
C: 9.64 8.11 13.71  0.056
C: 9.76 8.62 12.43  0.178
N: 10.12 9.87 12.11  0.180
H: 10.45 14.86 12.89  -0.002
H: 9.57 16.84 11.89  0.000
H: 8.80 17.04 9.48  0.000
H: 8.94 15.02 8.12  0.001
H: 11.00 11.95 5.15  0.000
H: 12.89 10.35 4.51  0.001
H: 13.99 9.09 6.29  0.000
H: 12.72 8.99 8.59  0.002
H: 11.16 10.72 15.28  -0.004
H: 10.35 8.49 15.55  0.037
H: 9.52 7.11 13.88  -0.008
H: 8.88 7.81 11.46  0.005
N: 6.01 8.67 15.12  0.002
C: 6.32 8.96 13.82  -0.010
C: 6.14 8.01 12.82  0.020
C: 6.26 8.27 11.51  -0.004
C: 6.70 9.66 11.18  -0.003
C: 6.88 10.60 12.10  0.026
C: 6.77 10.25 13.43  -0.007
S: 7.17 10.04 9.48  0.017
O: 6.50 9.12 8.61  -0.001
O: 7.10 11.47 9.27  0.002
N: 8.82 9.67 9.37  -0.016
C: 9.32 8.42 9.38  0.025
N: 8.47 7.35 9.39  -0.002
C: 9.05 6.16 9.23  0.001
C: 10.48 6.05 9.25  -0.001
C: 11.22 7.18 9.23  0.007
N: 10.70 8.40 9.39  0.012
H: 5.36 7.97 15.34  -0.001
H: 5.81 9.59 15.72  0.001
H: 5.82 7.00 13.20  0.000
H: 6.11 7.72 10.55  -0.001
H: 7.37 11.70 11.93  -0.015
H: 7.05 10.95 14.23  0.008
H: 8.55 5.23 9.12  0.000
H: 10.88 5.03 9.15  0.001
H: 12.37 7.11 9.18  0.000
N: 12.53 8.62 12.13  0.015
C: 13.32 9.40 11.31  0.014
N: 12.79 10.41 10.66  -0.030
C: 13.81 11.31 10.29  0.003
C: 13.55 12.54 9.66  0.026
C: 14.67 13.23 9.25  0.001
C: 16.00 12.73 9.45  0.000
C: 16.26 11.64 10.21  0.000
C: 15.16 10.89 10.53  -0.002
S: 15.11 9.32 11.32  0.000
H: 11.49 8.95 12.26  -0.052
H: 13.05 8.05 12.72  0.005
H: 12.61 13.01 9.85  -0.002
H: 14.62 14.16 8.75  0.000
H: 16.78 13.48 9.20  0.000
H: 17.22 11.40 10.60  0.000

Properties
Spin multiplicity: 3
HOMO-LUMO gap (alpha / beta) in eV: 4.611 / 6.442
Total charge: -1



2.
A 2-piece molecular cluster, C35H27N2O4S2 overall, computed with the ωB97M-V functional and the def2-TZVPD basis.

Last column: natural (NBO) charge in e.
Cartesian coordinates (Å):
C: -1.38 -0.43 5.16  -0.268
C: -2.52 0.12 4.61  -0.234
C: -2.84 -0.11 3.30  -0.185
C: -2.04 -0.91 2.46  -0.067
C: -2.27 -1.24 1.05  0.042
N: -1.34 -2.10 0.53  -0.354
C: -0.85 -2.18 -0.69  -0.287
C: -0.17 -3.25 -1.15  0.306
N: 0.41 -4.20 -1.55  -0.507
C: -3.39 -0.81 0.22  0.022
C: -4.44 0.03 0.65  -0.251
C: -5.46 0.42 -0.18  -0.214
C: -5.50 -0.02 -1.48  -0.272
C: -4.52 -0.88 -1.94  -0.217
C: -3.50 -1.28 -1.10  -0.246
C: -0.88 -1.45 3.05  -0.205
C: -0.56 -1.21 4.37  -0.218
H: -1.13 -0.24 6.19  0.191
H: -3.17 0.73 5.22  0.192
H: -3.73 0.36 2.97  0.178
H: -0.99 -1.35 -1.36  0.183
H: -4.50 0.37 1.65  0.188
H: -6.24 1.05 0.21  0.194
H: -6.29 0.30 -2.14  0.191
H: -4.55 -1.24 -2.95  0.195
H: -2.82 -2.02 -1.46  0.217
H: -0.25 -2.07 2.44  0.238
H: 0.33 -1.64 4.79  0.198
C: -0.46 -6.97 -5.75  -0.184
C: -1.09 -6.53 -4.60  -0.194
C: -0.67 -6.98 -3.37  -0.178
C: 0.37 -7.87 -3.29  -0.240
S: 0.89 -8.50 -1.69  2.063
C: 2.05 -7.32 -1.00  -0.581
C: 2.82 -6.62 -1.82  -0.039
C: 3.84 -5.63 -1.45  -0.106
C: 3.56 -4.58 -0.58  -0.156
C: 4.52 -3.65 -0.24  -0.195
C: 5.79 -3.75 -0.77  -0.200
C: 6.09 -4.78 -1.64  -0.241
C: 5.13 -5.71 -1.97  -0.139
S: 2.14 -7.17 0.78  2.063
C: 1.67 -8.77 1.45  -0.219
C: 0.56 -8.87 2.26  -0.176
C: 0.20 -10.08 2.81  -0.219
C: 0.96 -11.20 2.54  -0.189
C: 2.06 -11.11 1.71  -0.207
C: 2.41 -9.89 1.17  -0.198
O: 3.60 -7.04 1.14  -0.915
O: 1.18 -6.11 1.27  -0.875
O: -0.34 -8.54 -0.82  -0.903
O: 1.73 -9.74 -1.94  -0.927
C: 1.01 -8.30 -4.42  -0.207
C: 0.60 -7.85 -5.66  -0.229
H: -0.79 -6.62 -6.71  0.211
H: -1.92 -5.85 -4.68  0.223
H: -1.16 -6.66 -2.47  0.262
H: 2.71 -6.80 -2.88  0.227
H: 2.57 -4.51 -0.16  0.258
H: 4.28 -2.85 0.43  0.217
H: 6.54 -3.02 -0.52  0.205
H: 7.08 -4.85 -2.06  0.205
H: 5.37 -6.51 -2.64  0.196
H: -0.03 -7.98 2.44  0.250
H: -0.66 -10.16 3.45  0.215
H: 0.69 -12.15 2.97  0.208
H: 2.65 -11.99 1.50  0.212
H: 3.27 -9.81 0.52  0.237
H: 1.82 -9.01 -4.34  0.239
H: 1.10 -8.19 -6.56  0.213

Properties
Spin multiplicity: 1
HOMO-LUMO gap in eV: 4.670
Total charge: -1



3.
C35H27N3O5PReS2Se2 as an isolated structure, computed with the ωB97M-V functional and the def2-TZVPD basis.

Last column: Mulliken spin population.
Cartesian coordinates (Å):
Re: -0.89 -0.47 0.67  0.865
C: -3.05 2.03 3.63  -0.003
C: -2.69 0.91 2.70  -0.011
N: -1.58 0.96 2.03  0.004
N: -0.89 2.17 2.15  0.002
C: -0.17 2.45 1.13  0.001
S: 0.02 1.36 -0.28  -0.018
S: 0.50 4.06 1.15  -0.001
C: 1.82 4.02 -0.10  -0.001
C: 3.06 3.26 0.30  0.001
C: 3.69 3.51 1.52  0.000
C: 4.85 2.84 1.86  0.000
C: 5.40 1.91 0.98  0.000
C: 4.77 1.65 -0.23  0.000
C: 3.60 2.33 -0.57  0.000
C: -3.64 -0.17 2.44  0.014
C: -4.61 -0.51 3.40  0.006
C: -5.60 -1.43 3.12  -0.001
C: -5.66 -2.02 1.86  0.007
C: -4.72 -1.71 0.90  0.001
C: -3.68 -0.81 1.19  0.018
O: -2.77 -0.63 0.24  0.033
H: -3.21 2.94 3.05  0.002
H: -3.96 1.82 4.19  0.000
H: -2.23 2.23 4.31  0.001
H: 1.42 3.64 -1.04  0.000
H: 2.04 5.08 -0.25  0.000
H: 3.25 4.22 2.21  0.000
H: 5.32 3.02 2.82  0.000
H: 6.29 1.37 1.26  0.000
H: 5.17 0.91 -0.90  0.000
H: 3.10 2.09 -1.50  -0.001
H: -4.57 -0.07 4.38  0.000
H: -6.31 -1.70 3.89  0.000
H: -6.43 -2.74 1.63  0.000
H: -4.72 -2.18 -0.07  0.001
O: 3.55 -1.42 6.04  0.002
C: 3.88 -0.82 5.01  0.001
O: 4.92 -0.20 4.71  0.001
C: 2.80 -0.83 3.89  0.014
C: 3.05 -0.21 2.67  -0.010
C: 2.07 -0.16 1.70  0.011
N: 0.86 -0.72 1.90  -0.026
C: 0.64 -1.38 3.05  0.010
C: 1.57 -1.45 4.06  -0.006
C: -0.69 -2.10 3.09  0.020
O: -1.10 -2.67 4.07  0.003
O: -1.28 -2.05 1.93  -0.013
H: 4.01 0.24 2.51  0.000
H: 2.24 0.32 0.75  0.009
H: 1.34 -1.98 4.97  0.000
Se: 2.64 -0.73 -2.54  0.005
P: 0.63 -1.36 -2.71  0.017
Se: -0.27 -2.32 -0.93  0.052
C: -0.48 0.01 -3.23  0.002
C: -1.85 -0.05 -2.99  -0.017
C: -2.67 0.99 -3.38  0.000
C: -2.13 2.10 -4.01  0.000
C: -0.76 2.16 -4.26  0.000
C: 0.06 1.12 -3.87  0.002
C: 0.40 -2.59 -4.04  -0.002
C: 1.43 -2.84 -4.94  0.000
C: 1.24 -3.74 -5.98  0.000
C: 0.02 -4.39 -6.13  0.000
C: -1.01 -4.14 -5.24  0.000
C: -0.82 -3.25 -4.19  -0.003
H: -2.26 -0.90 -2.45  0.008
H: -3.73 0.95 -3.16  0.000
H: -2.77 2.92 -4.31  0.000
H: -0.34 3.03 -4.75  0.000
H: 1.13 1.17 -4.03  0.001
H: 2.38 -2.34 -4.80  0.000
H: 2.05 -3.94 -6.67  0.000
H: -0.12 -5.09 -6.94  0.000
H: -1.96 -4.65 -5.34  0.000
H: -1.62 -3.07 -3.49  0.001

Properties
Spin multiplicity: 2
HOMO-LUMO gap (alpha / beta) in eV: 6.334 / 6.513
Total charge: -1



no.,calculated total energy (Ha)
1,-3844.35570
2,-2556.67974
3,-7909.53893